Entry 1:
Entry from the Open Molecules 2025 dataset: a 2-piece molecular cluster, C2H8NOS overall (the ωB97M-V functional and the def2-TZVPD basis).

Structure (ORCA input):
```
! RIJCOSX wB97M-V def2-TZVPD def2/J DEFGRID3
* xyz -1 1
C 0.7965 1.6700 0.6639
S 0.6720 1.8390 -1.1571
H -0.2014 1.4752 1.0933
H 1.3874 0.8005 0.9700
H 1.2035 2.5776 1.0962
N -1.3604 -0.7010 -0.5944
C -0.3187 -1.5189 -0.0633
O 0.8861 -1.3639 -0.7625
H -2.1627 -0.6620 0.0107
H -1.0696 0.1697 -1.0306
H -0.0934 -1.2959 1.0005
H -0.6596 -2.5627 -0.1327
H 0.9202 -0.4276 -1.0940
*
```

Calculated values
**E**: -16577.25059 eV
**Kohn-Sham gap**: 0.25562 hartree
**Energy above the lowest of the compared OMol25 structures with the same formula, charge and spin**: 13.3 kcal/mol


Entry 2:
Entry from the Open Molecules 2025 dataset: one molecule with the formula C5H9N3 (the ωB97M-V functional and the def2-TZVPD basis).

Structure (ORCA input):
```
! RIJCOSX wB97M-V def2-TZVPD def2/J DEFGRID3
* xyz 0 1
N 2.2227 -0.4774 0.9542
C 1.8332 -0.1671 -0.5549
C 0.8736 1.1077 -0.4170
C -0.5100 0.4834 0.0222
C -1.7075 1.0410 0.5231
C -2.7221 0.0667 0.2733
N -1.9836 -1.0757 -0.0059
N -0.6301 -0.9337 -0.4763
H 1.6560 -1.3504 1.4834
H 3.2104 -0.9995 0.8828
H 2.7825 0.2331 -1.1492
H 1.2458 -1.2853 -0.9359
H 0.5461 1.7781 -1.1746
H 1.0526 1.7024 0.5311
H -1.6950 2.0507 0.3645
H -3.7980 -0.0643 0.2137
H -2.3768 -2.1095 -0.5344
*
```

Calculated values
**E**: -9795.52249 eV
**SMILES string**: NCCc1cc[nH]n1
**Kohn-Sham gap**: 0.35797 hartree
**Energy above the lowest of the compared OMol25 structures with the same formula, charge and spin**: 137.1 kcal/mol


Entry 3:
Entry from the Open Molecules 2025 dataset: a 5-piece molecular cluster, C34H65N4O10P4 overall (the ωB97M-V functional and the def2-TZVPD basis).

Structure (ORCA input):
```
! RIJCOSX wB97M-V def2-TZVPD def2/J DEFGRID3
* xyz 1 1
C 0.6893 1.3447 3.4737
C -0.7433 0.9502 4.1490
O -1.4332 -0.1212 3.4419
P -2.2699 0.4248 2.0686
O -1.7808 -0.2214 0.7419
C -4.1315 0.3076 2.3213
C -4.7435 -1.1762 2.2428
C -4.4128 -1.9762 0.9070
N -3.2520 -2.8296 0.6643
P -1.9008 -3.2940 1.7225
C -2.3876 -3.3682 3.5472
C -1.5164 -5.1306 1.2887
C -2.9307 -5.9122 1.4140
C -3.4524 -3.2367 -0.7169
C -2.5514 -4.1419 -1.6878
C -1.2225 -3.4938 -2.2057
C -0.4414 -4.4812 -3.1572
C -1.1063 -5.8550 -3.3858
N -2.3346 -6.3867 -2.9172
C -3.0800 -5.5385 -2.0560
C -4.7487 -2.7076 -1.3755
C -5.3274 -2.9217 -2.8482
N -4.5523 -1.9900 -3.7511
N -5.2760 -1.9291 -0.2424
P -6.8251 -1.1486 -0.5795
P -6.8798 0.9544 -0.0416
O -8.1432 1.5401 -0.7312
O -5.5619 1.8752 -0.5974
O -7.1797 1.1374 1.6549
O -1.9253 2.1116 1.8872
C -2.5462 2.6378 0.6845
C -1.4725 3.3745 -0.3032
H 0.6570 1.1205 2.3414
H 1.4659 0.6481 3.9349
H 0.9821 2.4356 3.6947
H -1.3912 1.8693 4.3741
H -0.4611 0.5168 5.1855
H -4.6145 1.0721 1.6271
H -4.3397 0.6851 3.3979
H -5.8955 -1.0464 2.2597
H -4.4818 -1.7162 3.2106
H -1.8889 -4.3236 3.9751
H -3.5228 -3.5422 3.7086
H -2.0086 -2.5037 4.1855
H -0.8479 -5.5694 2.1264
H -1.0132 -5.2441 0.2729
H -3.6533 -5.7064 0.5555
H -3.4990 -5.6224 2.3818
H -2.8096 -7.0587 1.4734
H -0.8605 -2.4512 -1.9355
H 0.5566 -4.1592 -3.6278
H -0.4954 -6.5715 -4.0556
H -4.0604 -5.9089 -1.6147
H -5.1920 -3.9795 -3.2547
H -6.4441 -2.6675 -2.9106
H -4.7870 -2.1863 -4.7334
H -4.7899 -1.0128 -3.5337
H -7.7645 -1.7748 0.3345
H -5.7337 2.7948 -0.2578
H -7.3090 2.1037 1.8248
H -3.0806 1.8672 0.0355
H -3.3356 3.4262 0.9973
H -1.7518 4.4897 -0.3938
H -0.4142 3.2019 0.0848
H -1.6290 2.9400 -1.3642
C 0.3228 7.9417 -2.3254
C 0.9930 7.4671 -3.5950
C 1.1232 5.9777 -3.3448
O 0.0209 5.5987 -2.5083
C -0.6080 6.7881 -2.0100
H -0.2003 8.8933 -2.4341
H 1.0672 8.0491 -1.5307
H 0.3344 7.6460 -4.4515
H 1.9506 7.9511 -3.7942
H 2.0481 5.7443 -2.8065
H 1.1009 5.3940 -4.2681
H -1.5683 6.9003 -2.5260
H -0.7980 6.6830 -0.9389
C 2.0466 9.0942 2.9025
C 3.4299 8.8596 2.3386
C 3.1213 8.3951 0.9291
O 1.8992 9.0368 0.5386
C 1.3029 9.6355 1.6977
H 2.0291 9.7754 3.7549
H 1.6071 8.1413 3.2161
H 3.9830 9.8041 2.3081
H 4.0195 8.1373 2.9058
H 2.9576 7.3124 0.8940
H 3.9127 8.6507 0.2206
H 1.4221 10.7209 1.6127
H 0.2357 9.4034 1.7237
C 5.0043 -4.1200 -2.8662
C 4.4582 -3.7264 -1.5122
C 2.9646 -3.6982 -1.7697
O 2.7010 -4.6718 -2.7905
C 3.9500 -5.0893 -3.3620
H 6.0021 -4.5601 -2.8265
H 5.0426 -3.2424 -3.5205
H 4.6963 -4.5018 -0.7772
H 4.8446 -2.7752 -1.1419
H 2.6444 -2.7208 -2.1477
H 2.3805 -3.9346 -0.8768
H 4.1530 -6.1079 -3.0147
H 3.8701 -5.1022 -4.4513
C 9.3638 -4.4590 0.4945
C 8.8180 -4.0666 1.8489
C 7.3245 -4.0401 1.5913
O 7.0613 -5.0131 0.5708
C 8.3099 -5.4289 -0.0010
H 10.3620 -4.8983 0.5334
H 9.4010 -3.5811 -0.1592
H 9.0567 -4.8424 2.5838
H 9.2035 -3.1153 2.2197
H 7.0034 -3.0631 1.2138
H 6.7408 -4.2775 2.4839
H 8.5141 -6.4476 0.3456
H 8.2295 -5.4411 -1.0904
*
```

Calculated values
**E**: -99890.18025 eV
**Kohn-Sham gap**: 0.28098 hartree


Entry 4:
Entry from the Open Molecules 2025 dataset: a 15-piece molecular cluster, C4H35O17 overall (the ωB97M-V functional and the def2-TZVPD basis).

Structure (ORCA input):
```
! RIJCOSX wB97M-V def2-TZVPD def2/J DEFGRID3
* xyz -1 1
O -1.5011 0.6332 0.7424
C -0.4063 0.0885 0.4821
O 0.4190 -0.4115 1.2987
C 0.0576 0.0130 -1.0044
C -0.0537 1.3181 -1.8245
C -0.2525 0.9884 -3.3077
O -1.2376 2.0521 -1.4821
H 1.0997 -0.2903 -1.0007
H -0.5343 -0.7696 -1.4832
H 0.7622 1.9811 -1.5839
H -0.6952 1.8419 -3.8254
H -0.9412 0.1423 -3.3360
H 0.6407 0.7105 -3.8667
H -1.8268 1.6653 -0.8251
H -0.4770 -2.4225 -2.8267
H -0.8575 -3.7153 -2.1374
O -1.0404 -3.1936 -2.9312
H -2.0864 3.4933 1.0787
H -2.3743 4.8894 0.4671
O -2.7861 4.1274 0.8776
H 2.5836 -0.0169 2.9729
H 2.0727 -0.6325 1.6675
O 2.8907 -0.5310 2.2161
H -4.7811 -0.0187 -1.0570
H -3.5825 0.3627 -0.1707
O -4.5467 0.2832 -0.1720
H -0.5516 2.7075 0.5844
H 0.2018 3.0010 1.8347
O -0.0224 3.4136 0.9901
H 3.2288 -2.6263 1.5262
H 2.4211 -3.7549 2.1754
O 2.8975 -3.5194 1.3738
H -0.1922 -4.0285 0.6530
H -0.4503 -5.2824 -0.0237
O -0.2017 -4.3735 -0.2585
H -3.9464 -1.1229 1.1933
H -4.1110 -1.5650 2.7348
O -3.6718 -1.7147 1.8996
H -1.4341 -2.3369 1.6639
H -0.1026 -1.9539 2.1262
O -0.7139 -2.7192 2.1931
H -0.2231 0.4443 3.2135
H -1.6275 0.9400 2.8331
O -0.9988 0.8919 3.5626
H 4.3484 1.0041 -2.3581
H 3.9029 0.9308 -0.8282
O 3.7165 0.6141 -1.7511
H 4.0207 -1.1889 -1.3845
H 3.6701 -2.5136 -0.6770
O 4.2355 -1.7338 -0.5986
H -2.3020 2.7613 -3.7169
H -1.9496 3.9211 -2.9315
O -1.8901 3.6276 -3.8530
H 5.2403 0.8143 0.4784
H 3.8898 0.3583 1.1370
O 4.4063 1.1414 0.8277
*
```

Calculated values
**E**: -39528.12679 eV
**Kohn-Sham gap**: 0.35422 hartree
**Energy above the lowest of the compared OMol25 structures with the same formula, charge and spin**: 0.0 kcal/mol